The following is a DFT calculation (ωB97M-V/def2-TZVPD) of a cluster of 11 separate species, C31H84O31S10 in total.

Calculated values
**E_LUMO**: 0.22 eV
**Relative energy (zero: lowest compared OMol25 entry of this formula, charge and spin)**: 0.0 kcal per mole
**Multiplicity**: 1
**Energy**: -7545.66160 Eh
**HOMO**: -9.824 eV
**Molar mass**: 1273.7 u
**SMILES**: CCOS(C)(=O)=O.CCOS(C)(=O)=O.CCOS(C)(=O)=O.CCOS(C)(=O)=O.CCOS(C)(=O)=O.CCOS(C)(=O)=O.CCOS(C)(=O)=O.CCOS(C)(=O)=O.CCOS(C)(=O)=O.CCOS(C)(=O)=O.CO

XYZ file:
```
156
C31H84O31S10, DFT ωB97M-V/def2-TZVPD
O -2.835 1.122 -2.366
S -4.216 0.847 -2.580
O -4.643 0.139 -3.758
O -4.681 -0.063 -1.341
C -4.206 0.318 -0.023
C -3.919 -0.937 0.694
C -5.229 2.318 -2.543
H -4.985 0.853 0.534
H -3.282 0.900 -0.108
H -2.963 -1.336 0.409
H -4.685 -1.669 0.455
H -3.831 -0.799 1.766
H -6.259 2.026 -2.292
H -5.298 2.764 -3.554
H -4.745 2.981 -1.828
O 2.614 -3.472 2.071
S 2.745 -3.590 0.622
O 4.056 -3.661 -0.006
O 1.887 -4.797 0.180
C 2.571 -5.854 -0.605
C 3.602 -6.597 0.299
C 1.959 -2.248 -0.167
H 2.890 -5.326 -1.496
H 1.699 -6.469 -0.821
H 4.560 -6.165 0.440
H 3.754 -7.598 -0.074
H 3.210 -6.724 1.336
H 2.570 -1.326 -0.164
H 0.950 -2.114 0.224
H 1.783 -2.626 -1.204
O -2.967 4.497 -1.603
S -1.551 4.499 -1.362
O -1.089 3.837 -0.141
O -0.787 3.716 -2.528
C -1.544 3.701 -3.798
C -0.718 3.084 -4.866
C -0.856 6.100 -1.568
H -1.883 4.645 -4.097
H -2.263 3.014 -3.621
H -1.448 2.809 -5.725
H -0.352 2.109 -4.473
H 0.097 3.718 -5.258
H 0.183 5.871 -1.778
H -0.913 6.735 -0.782
H -1.360 6.430 -2.467
O -1.194 -3.055 1.910
S -1.724 -4.180 1.166
O -1.552 -4.356 -0.241
O -1.085 -5.539 1.800
C -0.356 -5.347 3.082
C 0.409 -6.648 3.234
C -3.462 -4.405 1.476
H -1.099 -5.268 3.899
H 0.170 -4.420 3.030
H 1.063 -6.731 2.354
H -0.336 -7.460 3.203
H 0.877 -6.702 4.176
H -3.730 -5.356 1.067
H -3.923 -3.561 0.983
H -3.547 -4.298 2.531
O 6.637 0.094 -2.628
S 5.290 -0.334 -2.685
O 4.238 0.183 -1.829
O 4.826 0.016 -4.174
C 3.688 0.920 -4.457
C 2.481 0.082 -4.858
C 5.130 -2.122 -2.667
H 3.936 1.574 -5.339
H 3.452 1.500 -3.583
H 2.465 -0.256 -5.855
H 1.546 0.571 -4.644
H 2.442 -0.848 -4.277
H 4.117 -2.387 -3.060
H 5.348 -2.443 -1.675
H 5.947 -2.551 -3.329
O -1.022 -0.265 4.051
S -1.648 -1.191 4.976
O -0.883 -2.398 5.253
O -1.866 -0.292 6.315
C -2.240 1.092 6.094
C -2.341 1.731 7.453
C -3.254 -1.717 4.485
H -3.101 1.243 5.490
H -1.458 1.586 5.536
H -2.529 2.833 7.263
H -1.376 1.530 7.948
H -3.189 1.307 8.038
H -3.671 -2.286 5.329
H -3.021 -2.247 3.553
H -3.829 -0.788 4.287
O -3.719 3.555 4.505
S -4.022 2.811 3.301
O -4.815 1.595 3.421
O -4.685 3.742 2.218
C -4.754 5.158 2.477
C -3.785 5.891 1.582
C -2.473 2.401 2.412
H -4.699 5.372 3.516
H -5.730 5.462 2.083
H -4.013 5.622 0.554
H -2.682 5.657 1.757
H -3.907 6.942 1.710
H -2.507 2.263 1.330
H -2.014 1.606 3.000
H -1.797 3.252 2.586
O 0.450 -4.752 -5.623
S 0.575 -4.174 -4.336
O 1.944 -4.255 -3.827
O 0.270 -2.658 -4.413
C -0.739 -2.090 -5.357
C -2.113 -2.534 -5.032
C -0.496 -4.933 -3.193
H -0.354 -2.240 -6.391
H -0.640 -0.999 -5.137
H -2.788 -1.860 -5.513
H -2.365 -2.408 -3.970
H -2.371 -3.604 -5.366
H -0.333 -4.486 -2.205
H -0.181 -6.002 -3.120
H -1.506 -4.918 -3.525
O 3.397 5.997 0.875
S 2.177 5.390 0.539
O 1.018 6.132 0.605
O 2.336 4.864 -0.917
C 3.634 4.449 -1.456
C 3.461 4.348 -2.956
C 1.912 3.855 1.409
H 3.881 3.477 -1.021
H 4.457 5.188 -1.266
H 4.454 4.139 -3.328
H 3.239 5.302 -3.385
H 2.690 3.623 -3.364
H 2.639 3.076 1.083
H 0.899 3.448 1.212
H 2.194 4.090 2.417
O 3.177 1.552 3.875
S 2.666 0.609 2.962
O 1.422 0.778 2.210
O 3.746 0.292 1.843
C 5.192 0.415 2.202
C 5.897 -0.518 1.162
C 2.391 -0.947 3.758
H 5.320 -0.028 3.193
H 5.617 1.423 1.974
H 5.707 -0.181 0.155
H 5.486 -1.583 1.256
H 6.986 -0.577 1.291
H 1.500 -0.993 4.411
H 3.368 -1.308 4.295
H 2.378 -1.594 2.859
C -0.138 0.580 -0.709
O -0.998 0.354 0.388
H 0.883 0.656 -0.346
H -0.055 -0.291 -1.353
H -0.395 1.469 -1.235
H -0.540 0.628 1.204
```

Mulliken population analysis, charges in e, atoms 1 to 99: atom 1 (O): -0.33, atom 2 (S): 1.29, atom 3 (O): -0.72, atom 4 (O): -0.50, atom 5 (C): 0.85, atom 6 (C): -1.19, atom 7 (C): -0.88, atom 8 (H): 0.30, atom 9 (H): -0.49, atom 10 (H): 0.25, atom 11 (H): 0.46, atom 12 (H): 0.00, atom 13 (H): 0.43, atom 14 (H): 0.38, atom 15 (H): 0.08, atom 16 (O): -0.70, atom 17 (S): 0.75, atom 18 (O): -0.63, atom 19 (O): 0.26, atom 20 (C): -0.30, atom 21 (C): -1.19, atom 22 (C): 0.35, atom 23 (H): 0.42, atom 24 (H): 0.27, atom 25 (H): 0.35, atom 26 (H): 0.45, atom 27 (H): 0.18, atom 28 (H): -0.01, atom 29 (H): -0.08, atom 30 (H): -0.14, atom 31 (O): -0.72, atom 32 (S): 0.55, atom 33 (O): -0.01, atom 34 (O): 0.48, atom 35 (C): 0.15, atom 36 (C): -1.04, atom 37 (C): -1.38, atom 38 (H): 0.60, atom 39 (H): -0.46, atom 40 (H): 0.35, atom 41 (H): -0.09, atom 42 (H): 0.36, atom 43 (H): 0.27, atom 44 (H): 0.51, atom 45 (H): 0.43, atom 46 (O): -0.09, atom 47 (S): 0.86, atom 48 (O): -0.51, atom 49 (O): -0.32, atom 50 (C): 0.32, atom 51 (C): -1.30, atom 52 (C): -1.05, atom 53 (H): 0.35, atom 54 (H): 0.07, atom 55 (H): 0.11, atom 56 (H): 0.35, atom 57 (H): 0.45, atom 58 (H): 0.47, atom 59 (H): 0.18, atom 60 (H): 0.33, atom 61 (O): -0.68, atom 62 (S): 1.15, atom 63 (O): -0.42, atom 64 (O): -0.40, atom 65 (C): 0.21, atom 66 (C): -0.25, atom 67 (C): -0.51, atom 68 (H): 0.34, atom 69 (H): -0.18, atom 70 (H): 0.48, atom 71 (H): -0.33, atom 72 (H): -0.01, atom 73 (H): -0.02, atom 74 (H): 0.18, atom 75 (H): 0.42, atom 76 (O): -0.46, atom 77 (S): 0.98, atom 78 (O): -0.68, atom 79 (O): -0.38, atom 80 (C): 0.39, atom 81 (C): -1.35, atom 82 (C): -0.04, atom 83 (H): 0.16, atom 84 (H): 0.15, atom 85 (H): 0.33, atom 86 (H): 0.34, atom 87 (H): 0.32, atom 88 (H): 0.51, atom 89 (H): -0.48, atom 90 (H): 0.09, atom 91 (O): -0.70, atom 92 (S): 1.21, atom 93 (O): -0.68, atom 94 (O): -0.20, atom 95 (C): -0.50, atom 96 (C): -0.67, atom 97 (C): 0.60, atom 98 (H): 0.44, atom 99 (H): 0.25